# 1
Computed, not measured: one molecule with the formula C5H7NO in a non-equilibrium geometry, with ωB97M-V/def2-TZVPD.

Each line ends with the Löwdin charge.
Atoms and positions in Å:
1 C 0.98968 1.39384 -1.07205  -0.0552
2 C 0.34712 0.31939 -0.24571  -0.2868
3 C 0.93094 -0.53870 0.59280  -0.0879
4 N 0.01184 -1.37309 1.27363  0.0752
5 C -1.29777 -0.94221 0.95845  -0.4447
6 O -2.32412 -1.28758 1.49405  0.0746
7 C -1.13237 0.01072 -0.22992  -0.0514
8 H 1.73711 0.97294 -1.75718  0.0792
9 H 1.48243 2.13507 -0.42993  0.0801
10 H 0.21488 1.89858 -1.65679  0.0743
11 H 1.97968 -0.63227 0.84701  0.1213
12 H 0.26488 -2.35391 1.44857  0.1538
13 H -1.82718 0.85732 -0.27449  0.1300
14 H -1.37264 -0.62010 -1.09509  0.1376

Forces on the atoms, in the same order (eV/Å):
C -0.071 -0.087 0.089
C 0.011 -0.288 0.314
C 0.149 -0.032 -0.220
N -0.129 -0.223 -0.164
C -0.094 -0.247 -0.053
O 0.570 -0.112 -0.278
C 0.046 0.062 0.084
H -0.167 0.187 0.105
H -0.098 -0.090 -0.235
H 0.267 0.037 -0.006
H -0.059 0.046 -0.123
H -0.575 0.892 0.241
H 0.211 -0.179 0.347
H -0.061 0.031 -0.101

Output
multiplicity = 1
HOMO level = -0.3086 Eh
SMILES = CC1=CNC(=O)C1
frontier orbital gap = 9.209 eV

---

# 2
Computed, not measured: a 2-piece molecular cluster, C3H6O4 overall in a non-equilibrium geometry, with ωB97M-V/def2-TZVPD.

Each line ends with the Löwdin charge.
Atoms and positions in Å:
1 O -0.76444 0.66152 0.06656  0.0805
2 C -0.22856 -0.32529 -0.42611  -0.5037
3 O 1.08366 -0.58161 -0.41479  0.1148
4 C -0.98969 -1.45630 -1.06266  -0.1142
5 O -2.29802 -1.01274 -1.61793  -0.0676
6 H 1.58270 0.18832 -0.13678  0.0649
7 H -0.31463 -1.76573 -1.86152  0.1222
8 H -1.17610 -2.31609 -0.26470  0.1718
9 H -2.95178 -0.83503 -0.94015  0.0757
10 C 1.52957 1.84285 1.62027  -0.1127
11 O 2.42227 1.60089 0.82766  -0.0136
12 H 1.54199 1.56909 2.68162  0.0817
13 H 0.56303 2.43012 1.52853  0.1001

Forces on the atoms, in the same order (eV/Å):
O 1.073 -1.192 -0.728
C -1.130 1.272 1.373
O -0.549 -0.542 -0.584
C -2.314 -0.606 0.913
O 2.345 -0.864 -0.070
H 0.313 0.599 0.339
H -0.736 -0.527 -0.220
H 0.681 1.678 -1.705
H 0.337 0.019 0.513
C -0.310 0.839 0.509
O -1.529 0.340 0.787
H 0.830 -0.676 0.234
H 0.989 -0.342 -1.360

Output
multiplicity = 1
HOMO level = -0.3867 Eh
SMILES = O=C(O)CO.C=O
frontier orbital gap = 10.783 eV

---

# 3
Computed, not measured: a 8-piece molecular cluster, C29H58O13 overall in a non-equilibrium geometry, with ωB97M-V/def2-TZVPD.

Each line ends with the Löwdin charge.
Atoms and positions in Å:
1 C -1.49133 -2.79364 3.34234  -0.0778
2 C -0.61133 -1.60664 3.52934  -0.2246
3 O 0.11167 -1.67564 4.75534  -0.0003
4 C 1.29067 -1.07064 4.95234  -0.5534
5 C 1.70667 -1.27164 6.30634  0.0093
6 O 1.81967 -0.37764 4.12234  0.1154
7 H -1.12133 -3.81864 3.41034  0.0757
8 H -2.02533 -2.83564 2.35334  0.0798
9 H -2.35533 -2.94364 4.01234  0.0775
10 H 0.17267 -1.55964 2.70734  0.1219
11 H -1.04133 -0.68464 3.31134  0.0891
12 H 2.30167 -2.17564 6.47434  0.1032
13 H 0.89167 -1.38764 7.00834  0.0935
14 H 2.35367 -0.52864 6.73234  0.0908
15 C -0.72833 6.52836 0.89334  -0.0727
16 C -0.17233 5.96436 2.18534  -0.1737
17 O 0.09067 4.56936 1.80834  -0.0183
18 C 0.75067 3.84736 2.64934  -0.5273
19 C 1.07367 2.44136 2.25234  0.0030
20 O 1.02267 4.19336 3.87334  -0.0033
21 H -1.04633 7.53236 0.96834  0.0714
22 H -1.47633 6.03836 0.38934  0.0471
23 H 0.16567 6.50536 0.38434  0.0542
24 H 0.76367 6.62936 2.38334  0.1614
25 H -0.97233 5.93636 3.02734  0.1524
26 H 1.99967 2.22536 2.84134  0.0969
27 H 1.39567 2.56136 1.11334  0.1153
28 H 0.24567 1.71436 2.40434  0.0851
29 C 4.23167 -1.36764 1.49434  -0.0354
30 C 3.83467 0.02436 1.15834  -0.2855
31 O 3.86667 0.21836 -0.18066  -0.0271
32 C 3.68367 1.46336 -0.68266  -0.5257
33 C 3.50867 1.49036 -2.25666  0.0313
34 O 3.78667 2.50336 -0.17966  0.1412
35 H 4.16067 -1.85764 2.38334  0.0339
36 H 5.29167 -1.73064 1.13934  0.1145
37 H 3.42367 -1.96664 0.97934  0.0830
38 H 2.84967 0.18936 1.48534  0.0903
39 H 4.40567 0.90536 1.51034  0.1402
40 H 3.25667 2.46536 -2.54766  0.0505
41 H 2.87067 0.62136 -2.59866  0.0889
42 H 4.51567 1.27836 -2.55566  0.0674
43 C -1.79233 2.67136 -0.58366  -0.0783
44 C -0.63733 2.57936 -1.48166  -0.2778
45 O -1.08233 2.45636 -2.76966  -0.0150
46 C -0.25433 2.41236 -3.76066  -0.5453
47 C -1.00733 2.27236 -5.19066  0.0529
48 O 0.92767 2.50036 -3.74466  0.1016
49 H -1.29033 2.79036 0.36034  0.0501
50 H -2.47733 1.74736 -0.44166  0.0963
51 H -2.36333 3.53836 -0.85866  0.0807
52 H -0.04933 3.74436 -1.48466  0.2039
53 H 0.23267 1.67636 -1.33666  0.1790
54 H -0.20033 1.87436 -5.92866  0.1121
55 H -1.12033 3.17336 -5.42966  -0.0302
56 H -1.90233 1.54736 -5.22566  0.0892
57 C -4.42733 -3.66864 -1.92766  -0.0288
58 C -4.61433 -2.41164 -2.88366  -0.2293
59 O -3.68933 -2.67064 -3.93566  -0.0344
60 C -3.01833 -1.52264 -4.37966  -0.4449
61 C -1.76633 -1.90364 -5.17666  0.0183
62 O -3.32533 -0.31264 -4.27766  0.0638
63 H -5.08433 -3.38664 -1.00666  0.1102
64 H -3.23833 -3.38864 -1.67066  0.1115
65 H -4.56533 -4.55164 -2.28466  -0.0156
66 H -5.61633 -2.59864 -3.19266  0.1017
67 H -4.60733 -1.48064 -2.34666  0.1124
68 H -0.86333 -2.53564 -4.68366  0.1472
69 H -1.36633 -1.09364 -5.63966  0.0308
70 H -2.26533 -2.45364 -5.88566  0.0514
71 C 0.98367 -1.95264 -0.94866  -0.0387
72 C -0.22033 -1.12564 -0.50466  -0.3299
73 C -1.46533 -1.35764 -1.17766  0.0012
74 O -0.05833 -0.31364 0.58534  -0.0509
75 H 0.98767 -3.11664 -0.87666  0.1174
76 H 1.89267 -1.89364 -0.39566  0.0132
77 H 1.40967 -1.84464 -2.03566  0.1176
78 H -2.15933 -1.91464 -0.50366  0.1166
79 H -1.23633 -1.89164 -2.34166  0.1821
80 H -1.58633 -0.62864 -1.57966  -0.0874
81 C 4.88367 -2.60964 -1.97866  -0.0238
82 C 4.62167 -3.76664 -1.08866  -0.4278
83 C 5.83667 -4.52464 -0.47666  -0.0069
84 O 3.44067 -4.23864 -0.97166  -0.0056
85 H 5.73467 -2.89164 -2.67166  0.1123
86 H 5.35067 -1.80564 -1.33466  0.1008
87 H 4.11167 -2.28064 -2.55066  0.0366
88 H 6.40267 -3.82664 -0.03466  0.0169
89 H 6.57567 -4.81364 -1.20166  0.0778
90 H 5.38967 -5.33264 0.17934  0.1148
91 C -5.70133 0.90336 2.81934  -0.0127
92 C -5.11633 0.49036 1.50334  -0.3081
93 C -3.69433 0.04936 1.34934  -0.0199
94 O -5.85033 0.49036 0.37434  -0.0409
95 H -5.26933 0.88736 3.73634  0.0485
96 H -6.71833 0.54536 3.17634  0.1333
97 H -6.21533 1.72136 2.86034  0.0156
98 H -3.47033 -0.70564 1.79334  -0.0534
99 H -2.81533 0.88336 1.72134  0.1794
100 H -3.38133 -0.33464 0.40134  0.0493

Forces on the atoms, in the same order (eV/Å):
C -2.522 -1.672 -0.600
C 3.456 -1.382 -2.032
O -1.154 -0.605 0.671
C -1.138 1.118 -2.004
C 1.292 -1.099 3.063
O 0.323 -0.174 -0.197
H 1.233 0.377 -0.030
H 0.791 0.635 0.517
H 0.263 0.983 0.332
H -0.705 -0.552 0.735
H -1.383 1.752 0.599
H -0.145 -0.225 -0.559
H -0.465 0.030 -0.171
H 0.222 0.833 -0.406
C 0.936 0.651 1.954
C -1.695 0.499 0.930
O 0.206 1.704 -0.495
C 0.953 -0.640 7.023
C 1.665 0.823 -2.465
O -1.022 -0.415 -4.995
H -0.156 1.293 0.430
H -1.675 -1.760 -0.828
H 1.583 0.243 -2.383
H -1.500 -1.878 0.399
H 1.867 0.179 -1.061
H -1.052 -0.381 -0.514
H -0.805 -0.927 2.167
H 0.700 0.568 -0.182
C 1.203 -1.792 -4.056
C 1.349 1.989 3.001
O -0.503 -0.067 -3.909
C -0.273 -2.322 -4.742
C -0.001 -3.326 2.243
O 0.237 2.784 3.457
H -0.319 0.121 3.455
H -1.946 0.989 0.114
H 1.172 0.190 -0.223
H -1.514 0.088 0.755
H 0.219 -0.862 1.036
H -0.792 0.969 -0.455
H 0.485 1.347 0.126
H 0.677 -0.170 -0.638
C -0.714 -2.018 1.396
C 5.136 1.295 0.052
O -2.109 -0.482 -1.038
C -1.501 -0.953 -4.230
C 2.707 -8.934 2.431
O 1.654 0.240 0.947
H -0.354 0.456 0.880
H 1.235 1.421 -0.798
H -0.436 0.328 0.116
H -1.213 -3.518 0.518
H -2.415 2.641 0.257
H -1.307 0.512 1.404
H -1.913 7.422 -2.311
H 1.225 1.624 0.329
C 3.551 9.810 4.468
C -1.307 -3.846 1.005
O 1.054 3.548 -0.478
C 0.750 2.239 0.210
C 0.630 -2.357 3.580
O -0.066 -4.218 0.455
H 1.261 -1.012 -1.386
H -3.034 -1.816 -0.031
H -0.873 -5.348 -2.465
H -0.888 0.634 -1.163
H 0.789 0.479 -0.138
H -2.600 1.307 -0.821
H 1.090 2.564 -1.048
H -0.379 -2.017 -2.211
C 1.545 -1.988 -1.777
C 4.604 2.034 6.541
C 3.138 -16.342 3.811
O -1.470 -4.307 -6.270
H -1.387 1.702 -0.226
H 0.439 1.269 0.942
H -1.481 0.280 1.597
H 0.121 0.889 -1.081
H -0.544 0.282 3.735
H -4.909 16.227 -7.334
C 4.536 -0.215 1.617
C -3.277 -3.069 -0.487
C -3.847 -1.576 -1.006
O 3.925 1.701 0.046
H -0.841 0.168 0.640
H -0.748 -0.480 -0.756
H -2.468 0.950 -1.216
H 1.832 2.603 2.792
H -0.302 -0.948 -0.890
H 1.108 0.932 -0.773
C -1.119 -4.390 -1.006
C -3.468 -0.227 -5.814
C 0.465 10.171 -3.390
O 3.438 0.154 6.197
H 2.833 -0.423 2.179
H 0.772 -1.824 -1.254
H -1.832 6.480 -1.152
H 2.133 -8.828 6.769
H -2.696 -2.110 -1.026
H -0.537 0.963 -1.398

Output
multiplicity = 1
HOMO level = -0.3446 Eh
SMILES = CCOC(C)=O.CCOC(C)=O.CCOC(C)=O.CCOC(C)=O.CCOC(C)=O.CC(C)=O.CC(C)=O.CC(C)=O
frontier orbital gap = 9.604 eV

---

Respective M values: 97.12, 106.08, 614.77 g mol⁻¹.